The following is a quantum chemistry calculation of a single CH2O3S2 molecule, from the OMol25 dataset.

CARTESIAN COORDINATES (ANGSTROEM)
S1 -0.56 -1.50 -0.08
S2 -0.45 1.68 -0.25
O1 0.35 -0.65 0.97
O2 -1.85 -0.87 0.15
O3 1.60 0.29 -0.65
C1 0.40 0.02 -0.23
H1 2.19 -0.22 -0.19
H2 -1.68 1.24 0.28

* energy relative to the best compared isomer or geometry (same formula, charge and spin): 42.2 kcal/mol
* E_HOMO: -9.458 eV
* 2S+1: 1
* frontier orbital gap: 9.5 eV

Electronic structure analysis, Löwdin charges in units of e: S 1.02; S 0.81; O -0.27; O -0.52; O 0.02; C -1.05; H 0.08; H -0.09